Here is a 2-piece molecular cluster, C4H13N3O overall in a non-equilibrium geometry from the Open Molecules 2025 dataset. Energies are from ωB97M-V with the def2-TZVPD basis set.

Its HOMO energy is -8.14 eV. Its spin multiplicity is 1. As for the structure (SMILES): C=C(O)N(C)N.CN. The calculation puts the LUMO energy at 0.8 eV. The calculation puts the energy above the lowest of the compared OMol25 structures with the same formula, charge and spin at 73.9 kcal/mol. Its orbital gap is 8.97 eV.

Bonds (Å) are listed after each position.
CARTESIAN COORDINATES (ANGSTROEM)
1 C -2.58 -0.72 -0.78  C2 1.344, H7 1.070, H8 1.078
2 C -1.43 -0.12 -0.41  C1 1.344, O3 1.378, N4 1.370
3 O -0.71 0.67 -1.28  C2 1.378, H9 0.962
4 N -0.72 -0.42 0.72  C2 1.370, C5 1.446, N6 1.552
5 C -1.44 -0.92 1.88  N4 1.446, H10 1.089, H11 1.090, H12 1.098
6 N 0.46 -1.38 0.41  N4 1.552, H13 1.020, H14 1.029
7 H -3.10 -1.39 -0.13  C1 1.070
8 H -3.07 -0.46 -1.71  C1 1.078
9 H -1.20 0.75 -2.10  O3 0.962
10 H -0.72 -0.98 2.69  C5 1.089
11 H -2.25 -0.24 2.12  C5 1.090
12 H -1.86 -1.93 1.73  C5 1.098
13 H 0.47 -1.64 -0.58  N6 1.020
14 H 1.35 -0.89 0.52  N6 1.029
15 C 2.55 1.39 -0.99  N16 1.456, H17 1.092, H18 1.100, H19 1.090
16 N 2.13 1.04 0.36  C15 1.456, H20 1.015, H21 1.007
17 H 3.44 0.81 -1.25  C15 1.092
18 H 2.79 2.46 -1.13  C15 1.100
19 H 1.75 1.13 -1.68  C15 1.090
20 H 2.85 1.30 1.03  N16 1.015
21 H 1.29 1.53 0.59  N16 1.007

Atomic partial charges in e from the Löwdin method, atoms 1 to 2: atom 1 (C): 0.062, atom 2 (C): -0.478